C26H34BGe2MnN2O4S | ωB97M-V/def2-TZVPD

```
! wB97M-V def2-TZVPD RIJCOSX def2/J DEFGRID3
* xyz -2 5
Mn -1.4641 1.2277 0.4822
C 5.2980 3.4705 -0.2684
C 3.8492 3.4515 -0.6673
C 3.3499 2.4550 -1.4992
C 1.9912 2.3538 -1.7550
C 1.1214 3.2644 -1.1775
C 1.6007 4.2832 -0.3734
C 2.9600 4.3749 -0.1267
S -0.6253 3.0621 -1.4270
O -0.7684 1.5775 -1.5309
O -0.9977 3.7616 -2.6408
N -1.2645 3.5371 -0.1009
C -2.5907 4.1335 -0.1666
C -3.7451 3.1267 -0.0058
O -4.8947 3.5702 -0.0304
O -3.4105 1.9011 0.1449
H 5.9149 2.9250 -0.9842
H 5.4018 2.9951 0.7104
H 5.6771 4.4917 -0.1900
H 4.0275 1.7179 -1.9166
H 1.5976 1.5392 -2.3488
H 0.8940 4.9500 0.1022
H 3.3322 5.1379 0.5477
H -2.7620 4.6676 -1.1056
H -2.6934 4.8649 0.6389
C 0.2235 -4.4644 1.2488
Ge -0.4433 -2.7178 1.9083
C -1.7988 -3.1501 3.2824
C 1.0790 -1.9093 2.8551
Ge -1.1496 -1.2614 0.0864
C -2.7065 -2.1239 -0.7949
C -3.1217 -3.4368 -0.5740
C -4.2167 -3.9731 -1.2428
C -4.9216 -3.1973 -2.1524
C -4.5298 -1.8838 -2.3801
C -3.4379 -1.3543 -1.7049
C 0.3425 -1.6778 -1.1623
C 1.5895 -1.0823 -0.9443
C 2.6805 -1.3880 -1.7468
C 2.5463 -2.2879 -2.7977
C 1.3123 -2.8770 -3.0373
C 0.2258 -2.5751 -2.2234
H 0.6249 -5.0602 2.0730
H 1.0164 -4.2954 0.5179
H -0.5667 -5.0368 0.7597
H -1.3480 -3.7717 4.0606
H -2.6461 -3.6871 2.8525
H -2.1738 -2.2333 3.7388
H 1.4329 -2.5770 3.6454
H 0.8035 -0.9528 3.2987
H 1.9031 -1.7225 2.1651
H -2.5825 -4.0574 0.1335
H -4.5201 -4.9967 -1.0499
H -5.7791 -3.6089 -2.6728
H -5.0846 -1.2644 -3.0750
H -3.1577 -0.3186 -1.8693
H 1.7074 -0.3572 -0.1451
H 3.6364 -0.9137 -1.5527
H 3.3961 -2.5236 -3.4287
H 1.1942 -3.5745 -3.8598
H -0.7335 -3.0435 -2.4195
C -2.0877 0.6136 2.3436
H -1.3203 0.0950 2.9155
H -3.0186 0.0492 2.3026
H -2.2740 1.6062 2.7693
B 3.1703 1.7434 2.4722
C 1.7199 1.6092 1.8390
N 0.6598 1.4828 1.3964
H 3.4402 2.9280 2.5725
H 3.1583 1.2028 3.5632
H 3.9564 1.1851 1.7220
*
```

Output
Relative energy (zero: lowest compared OMol25 entry of this formula, charge and spin) (kJ/mol): 6.52
Electronic energy (Ha): -7149.5955
E_LUMO (alpha / beta) (eV): 4.56 / 4.57
Gap between HOMO and LUMO (alpha / beta) (eV): 6.73 / 7.08
Expectation value of S²: 6.275

Mulliken atomic charge list, values in e, 5 entries: Mn 0.936; C -1.412; C 1.141; C -0.731; C -0.625